92
Properties=species:S:1:pos:R:3:forces:R:3 method="wB97M-V/def2-TZVPD" relative_energy_kcal_mol=21.34 total_charge=-2 orbital_gap_ev="6.776 / 6.275" spin_multiplicity=2 homo_energy_ev="-3.62 / -3.62" total_energy_ev=-81037.4195 lumo_energy_ev="3.2 / 2.7"
Cs -1.097625 -0.319760 -0.204484 0.253 -0.631 1.061
C 3.804906 -1.385282 1.105796 -0.076 0.061 -0.109
C 2.935177 -1.243431 0.003787 0.012 -0.024 -0.025
N 1.871183 -2.027609 0.117606 0.279 0.138 0.284
N 2.033813 -2.685387 1.289146 -0.237 -0.058 -0.017
C 3.176025 -2.314249 1.904989 -0.120 -0.077 -0.090
B 0.894423 -3.592638 1.820401 0.118 0.164 0.096
N -0.151169 -2.753997 2.592789 -0.025 -0.028 -0.114
C -1.460038 -3.041880 2.799084 0.127 -0.006 -0.092
C -2.023059 -2.015796 3.517395 0.059 0.032 0.019
C -0.950886 -1.130455 3.728926 0.084 0.134 -0.023
N 0.175389 -1.577575 3.185383 -0.208 -0.024 -0.117
N 0.203103 -4.287165 0.626249 -0.067 -0.004 0.216
C 0.635615 -5.343613 -0.105342 -0.033 0.258 0.139
C -0.203842 -5.478333 -1.185606 -0.144 0.009 -0.025
C -1.142407 -4.437931 -1.024696 0.122 -0.013 -0.066
N -0.890158 -3.716688 0.054619 0.275 -0.280 -0.146
N 1.528609 -4.580071 2.853499 -0.186 0.014 -0.096
C 1.451871 -4.438338 4.197132 0.018 -0.037 -0.144
C 2.235921 -5.414541 4.769729 0.073 -0.118 -0.072
C 2.757818 -6.118113 3.665629 0.057 -0.058 0.036
N 2.336215 -5.612351 2.515679 -0.122 0.272 0.229
H 4.742958 -0.883873 1.290606 -0.067 -0.028 -0.024
H 3.037579 -0.608773 -0.867963 0.003 -0.056 0.075
H 3.456690 -2.738609 2.858234 -0.040 0.016 -0.089
H -1.902263 -3.926776 2.372203 0.036 0.049 0.024
H -3.058133 -1.875509 3.781418 0.073 0.022 -0.004
H -0.974774 -0.161889 4.210719 -0.029 -0.098 -0.002
H 1.506081 -5.901854 0.201342 -0.055 0.060 0.020
H -0.146512 -6.211389 -1.974284 -0.018 0.035 0.039
H -1.976039 -4.173132 -1.658894 0.026 -0.019 0.004
H 0.859053 -3.650815 4.639063 0.054 -0.086 -0.062
H 2.398636 -5.594245 5.820660 -0.001 0.000 -0.063
H 3.421953 -6.972094 3.657920 -0.041 0.049 0.016
N -1.304094 2.398581 1.562040 -0.197 -0.008 -0.214
C -2.740657 2.539305 1.274759 0.201 0.133 0.002
C -3.364529 3.818912 1.845557 -0.032 -0.164 0.195
C -2.923808 5.148602 1.252895 0.119 0.008 0.093
C -3.447891 5.372434 -0.149078 -0.040 0.056 -0.137
N -2.726046 4.616410 -1.154830 0.046 0.063 -0.036
C -3.254036 4.179248 -2.333408 -0.227 -0.282 0.119
N -2.604380 3.845014 -3.389686 0.283 0.088 -0.114
N -4.638683 4.086960 -2.336733 -0.042 0.060 -0.157
C -3.447211 1.321574 1.930578 -0.185 -0.290 0.080
O -3.271988 1.234587 3.172564 -0.098 -0.064 -0.437
O -4.096814 0.573265 1.155183 0.317 0.309 0.419
H -1.194264 2.226148 2.555759 -0.039 -0.037 0.037
H -0.739231 3.197240 1.298563 -0.065 0.048 0.005
H -2.901696 2.479210 0.193830 0.083 -0.032 0.129
H -3.148297 3.796876 2.915424 -0.056 0.014 0.061
H -4.457352 3.756493 1.744874 0.056 -0.052 0.032
H -1.831300 5.273212 1.292172 -0.094 -0.051 -0.068
H -3.336516 5.956963 1.863064 0.062 0.018 0.086
H -3.440699 6.439219 -0.393306 0.049 0.108 -0.064
H -4.492403 5.063326 -0.158942 0.015 0.080 -0.003
H -1.727171 4.551832 -1.064853 0.059 0.064 -0.015
H -1.617324 4.053789 -3.269262 0.082 0.289 0.148
H -1.497122 2.383979 -4.218532 -1.457 1.545 0.799
H -5.036640 3.726451 -1.482095 0.022 -0.086 -0.032
H -4.953993 3.579001 -3.147505 0.006 -0.050 -0.057
S 3.555165 3.843951 -1.276081 0.544 0.572 -0.440
C 2.645539 3.597740 -2.718365 0.321 0.205 0.070
C 1.608711 2.744353 -2.525425 -0.160 -0.165 0.507
C 1.606828 2.350072 -1.164569 -0.440 -0.371 -0.106
C 2.563839 2.808040 -0.333937 -0.249 -0.249 0.037
C 2.817032 2.468874 1.082916 -0.334 -0.007 -0.416
C 3.903286 2.960645 1.790885 0.195 0.118 0.045
C 4.071522 2.551666 3.104162 0.085 0.104 -0.057
C 3.163035 1.669703 3.653827 -0.080 -0.089 0.059
C 2.102689 1.234191 2.867147 0.068 -0.002 -0.289
N 1.923273 1.633195 1.608544 0.018 -0.172 0.316
H 2.932844 4.091134 -3.635148 0.044 -0.005 0.068
H 0.916158 2.422830 -3.291474 0.055 -0.011 0.086
H 4.607423 3.640966 1.324921 -0.028 -0.039 0.012
H 4.912059 2.913049 3.683282 0.019 0.005 0.002
H 3.273663 1.301374 4.665400 -0.021 0.012 -0.018
H 1.401251 0.498322 3.236257 -0.132 -0.065 0.008
O 1.395596 -3.352595 -7.596027 -0.166 0.241 0.020
C 0.518408 -2.488376 -7.378340 -0.138 -0.289 -0.313
O -0.277315 -1.928898 -8.165589 0.292 -0.038 0.169
C 0.361225 -2.080038 -5.901640 0.009 0.096 0.134
C 0.883835 -2.847254 -4.873799 0.101 -0.055 0.066
C 0.706428 -2.455610 -3.548714 -0.089 0.145 0.051
N 0.046758 -1.350395 -3.203401 0.033 -0.170 -0.059
C -0.439944 -0.605456 -4.201670 -0.033 0.086 0.049
C -0.315093 -0.918292 -5.544325 -0.038 0.069 -0.046
C -1.150735 0.625197 -3.734333 -0.247 -0.170 0.214
O -1.200616 1.607380 -4.651114 1.162 -1.799 -0.635
O -1.627308 0.738017 -2.619802 0.191 0.566 -1.266
H 1.437723 -3.742432 -5.128461 -0.025 0.025 0.019
H 1.103398 -3.042315 -2.724015 -0.033 0.039 -0.049
H -0.738648 -0.293505 -6.318879 0.008 -0.022 0.010

21
Properties=species:S:1:pos:R:3:forces:R:3 method="wB97M-V/def2-TZVPD" relative_energy_kcal_mol=0.00 total_charge=+3 orbital_gap_ev=9.072 spin_multiplicity=1 homo_energy_ev=-22.34 total_energy_ev=-35615.4049 lumo_energy_ev=-13.3
O -0.958011 -1.101030 -3.283969 0.786 0.792 2.484
C -0.642780 -0.758895 -2.253664 -0.704 -0.730 -2.383
In -0.155626 0.043859 0.039759 -0.438 -0.630 0.498
O 3.463552 -0.291703 -0.902263 -2.137 0.164 0.556
C 2.376452 -0.199878 -0.621176 1.629 -0.105 -0.427
C 0.662968 0.751621 2.251759 0.731 0.885 2.499
O 0.948561 1.107521 3.287095 -0.714 -0.930 -2.623
C 0.011202 -2.332911 0.782891 -0.010 -3.205 1.096
O 0.008773 -3.411756 1.145193 0.016 3.453 -1.165
C -0.015734 2.308333 -0.775692 -0.063 3.848 -1.289
O -0.026223 3.390937 -1.134484 0.083 -3.792 1.247
C -4.332734 -0.225531 -0.307027 -0.852 0.097 -0.171
S -3.233986 1.074299 0.121996 1.641 -1.376 0.716
C -3.660859 1.581894 1.746018 -0.765 0.457 0.266
O -2.151005 -0.006063 0.733775 2.702 0.663 -1.539
H -5.319443 0.270108 -0.365324 0.054 -0.802 -0.218
H -4.208218 -0.953838 0.515364 -0.576 0.324 -0.383
H -3.991909 -0.675232 -1.268870 -0.474 0.550 0.585
H -3.640842 0.638650 2.322580 -0.471 0.609 -0.060
H -2.867713 2.270622 2.123065 -0.805 -0.284 -0.428
H -4.652881 2.056329 1.630915 0.367 0.013 0.738